1.
DFT (wB97M-V/def2-TZVPD) results for a structure of composition C20H18BrN7O8PdS2.

The geometry in ORCA input format:
```
! RIJCOSX wB97M-V def2-TZVPD def2/J DEFGRID3
* xyz 0 5
Pd 0.524 -0.324 -0.080
N -2.800 4.627 3.542
C -2.540 4.118 2.294
C -3.570 3.551 1.528
C -3.304 3.020 0.289
C -2.002 3.051 -0.213
C -0.982 3.665 0.517
C -1.253 4.201 1.754
S -1.594 2.254 -1.695
O -2.669 2.270 -2.635
O -0.272 2.645 -2.083
N -1.373 0.628 -1.215
C -2.350 -0.170 -0.728
N -1.812 -1.274 -0.178
C -2.600 -2.078 0.512
C -3.967 -1.840 0.556
C -4.446 -0.725 -0.131
N -3.658 0.128 -0.760
H -3.643 4.320 3.994
H -2.014 4.726 4.163
H -4.577 3.523 1.925
H -4.093 2.581 -0.302
H 0.017 3.684 0.119
H -0.458 4.654 2.332
H -2.120 -2.926 0.990
H -4.636 -2.499 1.089
H -5.508 -0.507 -0.154
O 1.345 -0.413 2.028
S 0.529 0.863 2.147
O 0.597 1.488 3.425
O -0.849 0.386 1.755
O 0.970 1.695 0.984
Br 3.672 -2.129 0.873
C 3.800 -0.425 0.074
C 5.047 0.184 0.029
C 5.155 1.395 -0.625
C 4.031 1.948 -1.224
C 2.831 1.278 -1.118
N 2.722 0.112 -0.466
H 5.895 -0.296 0.492
H 6.111 1.899 -0.673
H 4.073 2.886 -1.757
H 1.921 1.671 -1.554
C 1.585 -5.992 -0.641
N 1.404 -4.631 -1.124
C 1.846 -4.287 -2.364
C 1.733 -3.041 -2.865
C 1.159 -2.065 -1.984
O 1.037 -0.833 -2.258
N 0.748 -2.418 -0.765
C 0.781 -3.690 -0.282
O 0.309 -4.025 0.788
H 1.266 -6.703 -1.403
H 0.976 -6.114 0.248
H 2.631 -6.174 -0.389
H 2.296 -5.094 -2.929
H 2.076 -2.776 -3.851
*
```

Its orbital gap (alpha / beta) is 0.314 / 0.190 Ha.

Quick look at the natural (NBO) charges, all values in e: Pd 1.3889; N -0.7759; C 0.2276; C -0.3035; C -0.0710; C -0.4741; C -0.0975; C -0.2716; S 2.3116; O -0.9049; O -0.9336; N -0.5643; C 0.4688; N -0.4035; C 0.0887; C -0.2424; C 0.0839; N -0.4079; H 0.3847; H 0.3920; H 0.2111; H 0.2369; H 0.2597; H 0.2218; H 0.2429; H 0.2334; H 0.2055; O -0.8713; S 2.5238; O -0.9188; O -0.8859; O -1.0074; Br 0.1094; C 0.1727; C -0.2757; C -0.1354; C -0.2483; C 0.0912; N -0.4677; H 0.2399; H 0.2254; H 0.2323; H 0.2479; C -0.4144; N -0.4212; C 0.1026; C -0.3864; C 0.5981; O -0.6156; N -0.6494; C 0.7782; O -0.6448; H 0.2006; H 0.2558; H 0.2025; H 0.2123; H 0.2422


2.
DFT (wB97M-V/def2-TZVPD) results for a structure of composition C46H92IN9O14P in a non-equilibrium geometry.

The geometry in ORCA input format:
```
! RIJCOSX wB97M-V def2-TZVPD def2/J DEFGRID3
* xyz 1 1
C 4.316 -0.630 4.020
C 5.015 0.605 3.534
C 4.410 1.847 4.158
C 4.275 2.987 3.188
C 3.172 3.930 3.589
C 2.181 4.080 2.456
C 0.815 4.296 2.986
C -0.255 4.345 1.938
C -0.259 3.231 0.914
C -1.213 2.102 1.231
N -0.994 0.953 0.306
C -1.878 0.864 -0.622
C -1.848 -0.025 -1.559
C -2.946 0.078 -2.553
C -4.173 -0.734 -2.243
C -4.759 -0.476 -0.869
C -4.195 -1.402 0.174
O -5.262 -1.864 1.009
C -4.843 -2.268 2.242
C -5.699 -1.754 3.320
O -3.852 -2.963 2.403
C -0.853 -0.891 -1.543
C -0.757 -1.919 -2.586
O 0.199 -1.994 -3.347
O -1.825 -2.703 -2.582
I -1.491 -4.559 -3.295
C 0.109 -0.835 -0.591
N 1.210 -1.707 -0.617
C 0.934 -3.121 -0.335
C 2.013 -4.035 -0.864
C 2.227 -3.971 -2.361
C 0.027 0.093 0.371
P 1.367 0.077 1.638
O 1.492 -1.277 2.117
O 1.063 1.029 2.818
O 2.622 0.576 0.963
H 4.525 -1.480 3.408
H 3.249 -0.493 4.043
H 4.612 -0.871 5.010
H 5.027 0.644 2.462
H 6.023 0.514 3.870
H 5.057 2.163 4.933
H 3.479 1.563 4.606
H 4.145 2.639 2.188
H 5.204 3.506 3.169
H 2.632 3.433 4.366
H 3.539 4.877 3.917
H 2.257 3.171 1.889
H 2.473 4.873 1.800
H 0.810 5.257 3.462
H 0.585 3.604 3.766
H -1.227 4.459 2.370
H -0.093 5.243 1.381
H -0.613 3.659 0.000
H 0.714 2.835 0.694
H -2.184 2.468 1.012
H -1.225 1.814 2.256
H -2.667 1.563 -0.608
H -3.229 1.107 -2.590
H -2.540 -0.140 -3.519
H -4.913 -0.464 -2.958
H -4.036 -1.787 -2.350
H -5.795 -0.723 -0.936
H -4.704 0.554 -0.568
H -3.768 -2.255 -0.301
H -3.447 -0.912 0.761
H -6.551 -1.279 2.902
H -5.138 -1.039 3.888
H -5.974 -2.544 3.982
H 1.757 -1.598 -1.456
H 0.933 -3.228 0.728
H -0.059 -3.407 -0.654
H 2.953 -3.820 -0.410
H 1.726 -5.032 -0.621
H 3.171 -4.414 -2.584
H 2.274 -2.975 -2.751
H 1.486 -4.497 -2.914
H 0.262 0.773 3.276
H 3.286 -0.098 1.145
C 7.042 2.646 0.318
O 6.599 2.380 1.421
N 6.282 2.940 -0.744
C 6.849 3.264 -2.038
C 4.833 2.931 -0.584
H 8.125 2.675 0.105
H 6.541 4.267 -2.339
H 6.506 2.550 -2.789
H 7.934 3.228 -1.989
H 4.542 3.645 0.177
H 4.508 1.936 -0.268
H 4.359 3.192 -1.522
C 4.139 6.832 -1.113
O 3.847 5.696 -0.778
N 3.732 7.938 -0.483
C 4.112 9.268 -0.926
C 2.880 7.795 0.687
H 4.782 7.040 -1.985
H 4.660 9.783 -0.136
H 3.223 9.848 -1.175
H 4.746 9.200 -1.806
H 3.391 7.210 1.453
H 1.961 7.273 0.418
H 2.638 8.777 1.082
C 5.417 1.389 7.661
O 5.105 0.628 6.764
N 4.749 1.519 8.815
C 5.165 2.445 9.851
C 3.567 0.698 9.027
H 6.297 2.051 7.592
H 5.383 1.905 10.773
H 4.374 3.171 10.046
H 6.059 2.977 9.536
H 3.831 -0.358 8.975
H 2.828 0.900 8.252
H 3.142 0.918 10.001
C 6.886 -3.076 -0.673
O 5.905 -3.499 -1.256
N 7.121 -3.277 0.627
C 8.289 -2.743 1.305
C 6.162 -4.075 1.373
H 7.673 -2.490 -1.179
H 8.888 -3.556 1.718
H 7.982 -2.082 2.117
H 8.899 -2.178 0.604
H 6.089 -5.071 0.936
H 5.178 -3.618 1.330
H 6.481 -4.155 2.408
C -6.399 -3.182 -4.740
O -6.225 -2.109 -4.174
N -5.664 -3.628 -5.751
C -5.900 -4.928 -6.366
C -4.586 -2.796 -6.259
H -7.191 -3.884 -4.434
H -5.011 -5.551 -6.271
H -6.135 -4.796 -7.423
H -6.728 -5.429 -5.877
H -3.879 -2.579 -5.456
H -4.978 -1.849 -6.629
H -4.085 -3.321 -7.066
C -9.832 -1.499 -8.287
O -9.067 -2.404 -8.554
N -9.732 -0.720 -7.198
C -10.668 0.351 -6.918
C -8.636 -0.976 -6.278
H -10.689 -1.240 -8.932
H -10.143 1.307 -6.869
H -11.167 0.174 -5.964
H -11.418 0.403 -7.702
H -7.686 -0.872 -6.802
H -8.705 -1.996 -5.902
H -8.673 -0.278 -5.448
C -6.112 -5.950 -2.813
O -6.575 -6.680 -3.670
N -6.663 -5.729 -1.614
C -6.057 -4.838 -0.641
C -7.908 -6.407 -1.283
H -5.175 -5.388 -2.962
H -5.821 -5.383 0.274
H -6.741 -4.022 -0.399
H -5.139 -4.416 -1.044
H -7.769 -7.487 -1.329
H -8.683 -6.135 -1.998
H -8.221 -6.124 -0.282
*
```

Its orbital gap is 0.248 Ha.

Here are the Mulliken charges for atoms 1 to 99, given in e: C -1.5157; C -0.1815; C -1.0859; C 0.3321; C -1.6857; C 1.6177; C -1.3360; C -1.3267; C 0.1927; C -1.9949; N 0.1257; C -0.3337; C 1.0094; C -2.4282; C 0.2013; C -1.4768; C 0.0574; O -0.4192; C 0.9757; C -1.2268; O -0.5625; C 1.9121; C -0.2429; O -0.5546; O -0.2459; I 0.2300; C -1.8659; N 0.0297; C -0.2065; C -0.1924; C -1.1841; C 0.4766; P 1.0881; O -0.7463; O -0.5469; O 0.1420; H 0.1816; H 0.2940; H 0.4174; H 0.1389; H 0.5454; H 0.1921; H 0.6667; H -0.4744; H 0.7264; H 0.7416; H 0.2831; H -0.5769; H -0.0039; H 0.5091; H 0.4312; H 0.3495; H 0.4788; H 0.3855; H 0.2878; H 0.6816; H 0.5523; H 0.5508; H 0.6492; H 0.4707; H 0.4810; H -0.0246; H 0.6559; H 0.2171; H 0.1907; H 0.2718; H 0.3510; H 0.2960; H 0.3711; H 0.3701; H 0.2986; H 0.0192; H -0.0997; H 0.4976; H 0.4660; H 0.2752; H 0.2329; H 0.3829; H 0.2036; C -0.0175; O -0.4779; N 0.2927; C -0.8885; C -0.6226; H 0.2192; H 0.2415; H 0.3312; H 0.3004; H 0.0807; H 0.1838; H 0.4153; C 0.0791; O -0.5518; N 0.1472; C -0.9564; C -0.8846; H 0.2356; H 0.3469; H 0.3406


3.
DFT (wB97M-V/def2-TZVPD) results for a cluster of 2 separate species, C4H7NO in total.

The geometry in ORCA input format:
```
! RIJCOSX wB97M-V def2-TZVPD def2/J DEFGRID3
* xyz 0 1
O -1.210 1.342 0.412
C -1.736 0.091 0.316
C -1.413 -0.734 -0.677
C 2.308 0.464 -0.706
C 1.781 -0.170 0.314
N 1.349 -0.756 1.302
H -1.511 1.756 1.228
H -2.436 -0.197 1.100
H 0.396 -1.101 1.157
H -0.711 -0.427 -1.447
H -1.859 -1.720 -0.734
H 2.173 1.534 -0.809
H 2.870 -0.082 -1.455
*
```

As for the SMILES: C=C=N.C=CO. Its orbital gap is 0.353 Ha.

Quick look at the natural (NBO) charges, all values in e: O -0.6801; C 0.1285; C -0.5285; C -0.6683; C 0.4347; N -0.6468; H 0.4838; H 0.1707; H 0.3847; H 0.2195; H 0.2138; H 0.2457; H 0.2423


Taking the records one at a time from the top gives calculated total energy values of -5256.31335 -3992.97830 -286.52557 a.u..